Computed, not measured: C4H7ClN2 in the gas phase, with ωB97M-V/def2-TZVPD.

Cartesian coordinates (Å):
C 1.32 1.56 0.13
C 0.41 2.05 1.16
C 0.22 -0.40 0.21
C -0.58 -1.02 -0.85
N 1.31 0.37 -0.31
N -0.69 0.16 1.20
Cl -0.63 3.43 1.07
H 2.04 2.22 -0.32
H 0.71 1.92 2.15
H 0.68 -1.25 0.69
H -1.21 -0.16 -1.20
H -1.03 -1.85 -0.51
H 0.03 -1.29 -1.80
H -1.48 0.36 0.74

Its HOMO-LUMO gap (spin up / spin down) is 9.32 / 9.31 eV. The value obtained for the max |F| is 7.0 eV/Å. As for the highest occupied orbital energy (spin up / spin down): -0.347 / -0.347 Ha. As for the LUMO energy (spin up / spin down): -0.0044 / -0.0044 Eh. As for the energy above the lowest of the compared OMol25 structures with the same formula, charge and spin: 421.1 kJ/mol.